1.
The following is a DFT calculation (ωB97M-V with the def2-TZVPD basis set) of a 7-piece molecular cluster, C63H133N7O7 overall.

CARTESIAN COORDINATES (ANGSTROEM)
C  -2.2610  4.2982  4.0168
C  -1.4645  5.2575  4.9233
C  -2.3623  6.4623  5.1164
C  -1.2707  4.5892  6.3811
C  -0.3937  3.3400  6.3492
C  1.0157  3.9800  6.0421
C  1.0264  4.8111  4.6667
C  2.2868  5.6351  4.7916
C  1.2301  3.8110  3.4498
N  -0.1145  5.6857  4.5457
O  0.0120  6.5512  3.4047
H  -3.3340  4.2483  4.2020
H  -2.1725  4.6176  2.9784
H  -1.8073  3.3072  4.0132
H  -3.2779  6.1160  5.5958
H  -2.0108  7.0109  5.9903
H  -2.5675  7.0872  4.2473
H  -0.8989  5.3836  7.0283
H  -2.2248  4.2510  6.7854
H  -0.4449  2.7628  7.2723
H  -0.7582  2.5877  5.6497
H  1.7691  3.1926  6.0168
H  1.3605  4.6125  6.8601
H  3.0476  4.8620  4.6842
H  2.4470  6.0121  5.8017
H  2.3491  6.5202  4.1585
H  1.5069  4.4044  2.5784
H  0.3198  3.2795  3.1723
H  2.0518  3.1937  3.8130
H  0.4697  7.3525  3.6691
C  -0.0231  0.8570  -1.4219
C  -0.8696  -0.3348  -0.7847
C  -2.3130  -0.2417  -1.5741
C  -0.3110  -1.7172  -1.1923
C  0.9208  -1.9229  -0.3971
C  0.6174  -1.8540  1.1388
C  -0.0487  -0.4983  1.6591
C  -0.7351  -0.8718  2.9773
C  1.1384  0.4288  1.8586
N  -1.0617  -0.0971  0.6966
O  -1.7183  1.0627  1.1071
H  0.0113  0.8423  -2.5112
H  -0.5313  1.7828  -1.1523
H  0.9830  0.9483  -1.0125
H  -3.0248  -0.9689  -1.1833
H  -2.8757  0.6829  -1.4455
H  -2.0090  -0.4029  -2.6084
H  -1.0700  -2.4515  -0.9226
H  -0.0678  -1.8657  -2.2444
H  1.4196  -2.8828  -0.5307
H  1.5007  -1.0616  -0.7287
H  1.6305  -2.0467  1.4918
H  -0.1457  -2.6207  1.2723
H  -1.4449  -1.6904  2.8581
H  -1.2475  -0.0098  3.4045
H  -0.0660  -1.1270  3.7990
H  0.7308  1.3568  2.2596
H  1.6093  0.6909  0.9112
H  1.9232  0.2199  2.5857
H  -1.2612  1.8166  0.7274
C  2.8569  -3.3304  -3.4171
C  3.6380  -4.4560  -4.0719
C  4.9520  -3.8213  -4.5389
C  4.1107  -5.5105  -3.0150
C  2.9025  -6.4052  -2.5590
C  2.2905  -7.0299  -3.8062
C  1.8365  -6.0507  -4.9608
C  1.7181  -6.9867  -6.1362
C  0.4276  -5.4112  -4.8012
N  2.8879  -5.0418  -5.1790
O  2.5611  -4.0554  -6.1622
H  2.8409  -2.4784  -4.0967
H  1.7979  -3.5055  -3.2273
H  3.2987  -2.9330  -2.5033
H  5.4813  -4.5967  -5.0925
H  4.8111  -3.0406  -5.2863
H  5.5684  -3.4472  -3.7214
H  4.8461  -6.2450  -3.3433
H  4.2984  -5.0647  -2.0382
H  3.3318  -7.2243  -1.9821
H  2.2238  -5.8141  -1.9441
H  1.4869  -7.6515  -3.4113
H  3.1020  -7.6892  -4.1144
H  0.9701  -7.7131  -5.8185
H  2.6174  -7.5699  -6.3341
H  1.4893  -6.4585  -7.0618
H  0.0145  -5.5853  -3.8077
H  -0.2928  -5.7459  -5.5476
H  0.4667  -4.3247  -4.8787
H  3.3006  -4.1566  -6.7660
C  8.9949  1.4526  1.0593
C  8.2553  1.4359  -0.3083
C  9.1996  1.9095  -1.4812
C  7.8349  -0.0825  -0.4565
C  6.9050  -0.3229  -1.5687
C  5.6355  0.4850  -1.2326
C  5.7940  2.0110  -1.0374
C  5.8093  2.8292  -2.4500
C  4.6346  2.3618  0.0059
N  7.0598  2.3062  -0.2142
O  7.1980  3.5667  0.3929
H  9.2815  0.4547  1.3911
H  9.6954  2.2869  1.0953
H  8.2349  1.5555  1.8338
H  9.6170  2.8840  -1.2277
H  10.0639  1.2471  -1.4332
H  8.6936  1.8432  -2.4444
H  8.6946  -0.6323  -0.8395
H  7.4745  -0.4614  0.4999
H  7.2761  0.1158  -2.4950
H  6.7210  -1.3734  -1.7937
H  5.0978  -0.0142  -0.4265
H  5.0690  0.3500  -2.1539
H  5.0105  2.9128  -3.1869
H  6.6738  2.4257  -2.9771
H  6.1960  3.8248  -2.2327
H  4.2670  1.6366  0.7320
H  3.7845  2.3855  -0.6759
H  4.7090  3.2879  0.5759
H  6.9670  3.4350  1.3154
C  -6.3450  0.0819  -6.4980
C  -6.8191  -0.8242  -5.3104
C  -7.5677  0.0098  -4.2651
C  -7.8445  -1.9128  -5.8359
C  -8.0237  -3.2860  -5.0599
C  -6.7547  -3.8549  -4.5350
C  -5.7927  -2.8060  -3.9181
C  -6.2958  -2.3880  -2.5822
C  -4.3653  -3.4947  -3.8583
N  -5.6881  -1.5702  -4.7531
O  -4.6437  -0.6895  -4.3058
H  -5.7252  -0.4408  -7.2265
H  -7.1191  0.4391  -7.1772
H  -5.8431  0.9646  -6.1018
H  -7.7563  -0.3395  -3.2500
H  -6.9230  0.8276  -3.9431
H  -8.4729  0.4527  -4.6804
H  -8.8403  -1.4717  -5.7910
H  -7.7294  -2.0867  -6.9057
H  -8.6329  -3.1489  -4.1664
H  -8.5749  -4.0103  -5.6595
H  -6.1464  -4.3054  -5.3193
H  -7.0409  -4.6325  -3.8269
H  -6.1217  -3.2017  -1.8781
H  -7.3668  -2.2639  -2.4222
H  -5.7483  -1.4930  -2.2868
H  -4.1512  -3.9868  -4.8070
H  -4.4224  -4.2476  -3.0722
H  -3.5558  -2.8275  -3.5623
H  -4.0084  -0.7200  -5.0250
C  -1.9608  -4.9171  2.8220
C  -1.2320  -5.0695  4.1792
C  0.2387  -4.7308  3.8948
C  -1.8172  -4.0215  5.0562
C  -1.5141  -4.2898  6.5436
C  -1.8609  -5.6930  7.0927
C  -1.2390  -6.7895  6.1087
C  0.3059  -6.8343  6.4230
C  -2.0785  -8.1543  6.2979
N  -1.4983  -6.4010  4.7176
O  -1.0784  -7.4546  3.8273
H  -1.3467  -5.0774  1.9359
H  -2.7539  -5.6529  2.6892
H  -2.3324  -3.9368  2.5233
H  0.3223  -3.8067  3.3229
H  0.7149  -4.5518  4.8589
H  0.8213  -5.4796  3.3582
H  -1.8520  -2.9761  4.7499
H  -2.9044  -4.0995  5.0569
H  -0.4556  -4.0762  6.6921
H  -1.9857  -3.5959  7.2394
H  -2.9347  -5.8511  7.1931
H  -1.5035  -5.8853  8.1043
H  0.6633  -7.0644  7.4267
H  0.7853  -5.8557  6.4460
H  1.0136  -7.3062  5.7413
H  -2.6960  -8.1584  7.1961
H  -1.5012  -9.0781  6.3356
H  -2.9058  -8.1977  5.5894
H  -1.6889  -8.1952  3.8070
C  -1.8294  8.4388  -2.5757
C  -1.0666  8.1817  -1.2776
C  0.3327  8.9289  -1.3991
C  -1.8073  8.7805  -0.1302
C  -2.9502  7.8757  0.4019
C  -2.3311  6.5744  0.7699
C  -1.7060  5.8107  -0.4418
C  -0.8695  4.6727  0.2143
C  -2.8826  5.3473  -1.4399
N  -0.7706  6.7522  -1.1763
O  0.0263  6.2185  -2.2663
H  -2.7460  7.8935  -2.8006
H  -1.9606  9.5150  -2.6876
H  -1.1507  8.1883  -3.3910
H  0.8070  8.7262  -0.4389
H  0.9526  8.3791  -2.1074
H  0.3656  10.0052  -1.5680
H  -1.1746  9.2346  0.6325
H  -2.3666  9.6999  -0.3034
H  -3.4618  8.2734  1.2785
H  -3.6865  7.7743  -0.3954
H  -3.0787  5.8569  1.1081
H  -1.6539  6.6018  1.6235
H  -1.5500  3.8576  0.4604
H  -0.4201  5.1146  1.1036
H  -0.0697  4.2346  -0.3827
H  -3.0490  4.3037  -1.1729
H  -2.6423  5.2469  -2.4983
H  -3.8516  5.8357  -1.3366
H  -0.6871  6.0839  -2.8943

Its lowest unoccupied orbital energy is 0.5 eV. Its SMILES is CC1(C)CCCC(C)(C)N1O.CC1(C)CCCC(C)(C)N1O.CC1(C)CCCC(C)(C)N1O.CC1(C)CCCC(C)(C)N1O.CC1(C)CCCC(C)(C)N1O.CC1(C)CCCC(C)(C)N1O.CC1(C)CCCC(C)(C)N1O. As for the total charge: 0.

=====

2.
The following is a DFT calculation (ωB97M-V with the def2-TZVPD basis set) of a 3-piece molecular cluster, C10H21NO overall.

CARTESIAN COORDINATES (ANGSTROEM)
C  -2.9752  -0.2834  0.3148
C  -1.7187  0.5968  0.4295
C  -0.5760  0.6038  -0.6021
C  -0.2497  -0.8041  -0.9871
C  0.2992  -1.5422  0.1391
C  1.7807  -1.7272  0.0058
C  2.8217  -0.6754  0.4275
C  2.7652  0.5824  -0.3289
C  1.9344  1.6909  0.3241
C  0.4604  1.7584  -0.5011
H  -3.9208  -1.1606  -1.2699
H  -5.2767  0.4873  -0.0257
H  -2.7718  -1.3177  0.2178
H  -3.3289  -0.1722  1.3277
H  -1.9358  1.6218  0.7699
H  -1.8371  0.5088  2.3606
H  -1.2801  0.8477  -1.3864
H  0.2742  -1.0346  -2.0724
H  -1.3606  -1.1489  -1.2602
H  -0.0062  -2.5933  0.1307
H  -0.0871  -0.9924  0.9788
H  2.0527  -1.8942  -1.0349
H  2.2481  -2.6397  0.4557
H  3.8500  -1.1340  0.6698
H  2.2917  -0.4184  1.4979
H  3.6614  1.3131  -0.3996
H  2.8038  0.7319  -1.3947
H  1.7929  1.1751  1.4155
H  2.5675  2.7148  0.3729
H  0.7976  2.0904  -1.5112
H  -0.1005  2.5679  -0.1227
N  -3.8113  0.1187  -0.7249
O  -1.1651  0.1285  1.7838

Its lowest unoccupied orbital energy is -0.5 eV. As for the total charge: 0.

=====

3.
The following is a DFT calculation (ωB97M-V with the def2-TZVPD basis set) of C4H7NOS2 in the gas phase.

CARTESIAN COORDINATES (ANGSTROEM)
C  -0.6816  0.1962  -3.1654
N  -0.5658  0.5100  -1.9328
S  0.4776  -0.4002  -0.9840
C  -0.2172  0.1737  0.5703
C  -0.7648  -0.9961  1.4676
O  0.4850  1.1287  1.3347
C  1.8118  0.9502  1.5316
S  2.6324  -0.4216  1.3763
H  -1.2798  0.8287  -3.8454
H  -0.2614  -0.6543  -3.6317
H  -1.0659  0.8217  0.2413
H  -1.4162  -0.5897  2.2292
H  -1.3092  -1.6694  0.7756
H  0.0033  -1.6754  1.8995
H  2.1518  1.7975  2.1330

Its lowest unoccupied orbital energy is 0.2 eV. Its SMILES is C=NS[C@@H](C)OC=S. As for the total charge: 0.

=====

4.
The following is a DFT calculation (ωB97M-V with the def2-TZVPD basis set) of C3H8Si in the gas phase.

CARTESIAN COORDINATES (ANGSTROEM)
C  -0.7627  -1.1346  -1.1403
C  0.2402  -0.2744  -1.1851
C  0.9283  0.1780  0.0191
Si  -0.1618  0.6532  1.4511
H  -1.1219  -1.5483  -1.9912
H  -1.1404  -1.5096  -0.1856
H  0.6744  0.0009  -2.1655
H  1.4425  1.0947  -0.2249
H  1.6632  -0.5002  0.4221
H  -1.4936  -0.0087  1.7803
H  0.5974  1.3267  2.4306
H  -0.8655  1.7222  0.7893

Its lowest unoccupied orbital energy is 1.1 eV. Its SMILES is C=CC[SiH3]. As for the total charge: 0.

=====

5.
The following is a DFT calculation (ωB97M-V with the def2-TZVPD basis set) of C38H34AsAuN8Si2 as an isolated structure.

CARTESIAN COORDINATES (ANGSTROEM)
Au  -0.2966  0.5987  1.3885
C  -2.9489  6.0670  -0.6935
C  -4.1140  5.2967  -0.7884
C  -4.0986  3.9349  -0.5775
C  -2.8739  3.3463  -0.2837
C  -2.5045  2.0104  0.0526
N  -1.1658  1.9858  0.3552
C  -0.6276  3.2278  0.1369
N  0.6547  3.5421  0.1740
C  1.5683  2.7624  0.6831
C  2.9882  3.0243  0.6869
C  3.7673  3.9544  0.0143
C  5.1411  3.8807  0.1672
C  5.7254  2.9149  0.9870
C  4.9558  2.0128  1.7012
C  3.5795  2.0594  1.5301
C  2.5097  1.2265  2.0264
N  2.6218  0.3365  2.9742
C  1.6358  -0.4678  3.3241
N  0.4851  -0.6948  2.6091
C  -0.2060  -1.7300  3.1870
N  -1.2800  -2.3150  2.6880
C  -2.0011  -1.7719  1.7469
N  -1.8895  -0.4862  1.2712
C  -2.9711  -0.1989  0.4716
N  -3.3056  0.9667  -0.0041
C  -3.7691  -1.3883  0.3453
C  -4.9247  -1.6478  -0.3761
C  -5.4503  -2.9237  -0.3019
C  -4.8428  -3.9113  0.4739
C  -3.6965  -3.6571  1.2054
C  -3.1575  -2.3812  1.1366
C  0.4817  -2.1332  4.3753
C  0.1847  -3.0623  5.3686
C  1.0374  -3.1490  6.4502
C  2.1621  -2.3220  6.5627
C  2.4805  -1.4106  5.5773
C  1.6394  -1.3240  4.4702
N  1.3398  1.6317  1.4296
C  -1.6890  4.1189  -0.2226
C  -1.7253  5.4949  -0.4161
H  -3.0193  7.1357  -0.8298
H  -5.0495  5.7840  -1.0199
H  -5.0004  3.3444  -0.6096
H  3.3063  4.7002  -0.6126
H  5.7769  4.5654  -0.3767
H  6.8022  2.8653  1.0641
H  5.4072  1.2752  2.3481
H  -5.3750  -0.8766  -0.9818
H  -6.3418  -3.1627  -0.8619
H  -5.2835  -4.8957  0.5019
H  -3.2211  -4.4164  1.8048
H  -0.7000  -3.6755  5.2949
H  0.8284  -3.8596  7.2383
H  2.7796  -2.3926  7.4482
H  3.3445  -0.7697  5.6576
H  -0.8208  6.0777  -0.3266
C  -0.6783  -3.0947  -3.9369
Si  -0.9389  -1.1987  -3.8355
C  -2.7787  -0.8689  -3.4271
C  -0.5438  -0.5184  -5.5848
As  0.2612  -0.0367  -2.1636
Si  2.3056  -1.1748  -2.2535
C  2.1904  -2.8407  -1.3156
C  2.9727  -1.5175  -4.0136
C  3.6113  -0.0828  -1.3761
H  -1.3656  -3.5603  -4.6368
H  -0.8315  -3.5579  -2.9671
H  0.3289  -3.3319  -4.2636
H  -3.4624  -1.2046  -4.2009
H  -2.9415  0.1956  -3.2712
H  -3.0493  -1.3723  -2.5020
H  -1.0971  -1.0458  -6.3553
H  0.5133  -0.6250  -5.8067
H  -0.7894  0.5366  -5.6584
H  1.5805  -3.5451  -1.8719
H  1.7223  -2.6862  -0.3450
H  3.1623  -3.2965  -1.1538
H  2.3358  -2.1981  -4.5672
H  3.9647  -1.9542  -3.9827
H  3.0400  -0.5943  -4.5792
H  3.5316  -0.1515  -0.2950
H  3.4721  0.9618  -1.6474
H  4.6309  -0.3550  -1.6324

Its lowest unoccupied orbital energy (alpha / beta) is -2.4 / -2.4 eV. As for the total charge: 0.

=====

6.
The following is a DFT calculation (ωB97M-V with the def2-TZVPD basis set) of C31H37ClIN3O4PS2Ti as an isolated structure.

CARTESIAN COORDINATES (ANGSTROEM)
Ti  0.4892  -0.2825  -0.3356
Cl  1.1161  2.3088  1.3131
C  -0.1257  3.4891  1.0672
C  -0.0979  4.6360  1.8528
C  -1.0425  5.6145  1.6423
C  -2.0017  5.4542  0.6543
C  -2.0154  4.2985  -0.1132
C  -1.0888  3.2851  0.0880
P  -1.0623  1.7879  -1.0024
C  -0.7806  2.6595  -2.5911
C  -1.7738  2.9955  -3.5043
C  -1.4600  3.7157  -4.6540
C  -0.1536  4.1124  -4.8914
C  0.8402  3.7974  -3.9732
C  0.5308  3.0744  -2.8306
C  -2.8372  1.3348  -1.0031
C  -3.6013  1.4898  0.1582
C  -4.8922  0.9861  0.2302
C  -5.4355  0.3039  -0.8490
C  -4.6748  0.1103  -1.9911
C  -3.3815  0.6104  -2.0628
H  0.6661  4.7521  2.6119
H  -1.0269  6.5134  2.2485
H  -2.7350  6.2320  0.4778
H  -2.7662  4.1688  -0.8850
H  -2.8013  2.7117  -3.3200
H  -2.2437  3.9668  -5.3616
H  0.0909  4.6672  -5.7903
H  1.8640  4.0997  -4.1521
H  1.3163  2.8125  -2.1330
H  -3.1762  1.9867  1.0212
H  -5.4658  1.0994  1.1428
H  -6.4325  -0.1142  -0.7793
H  -5.0739  -0.4609  -2.8205
H  -2.7818  0.4052  -2.9404
C  4.9567  -0.7640  2.8289
C  3.8791  -1.7412  3.2748
C  4.4429  -3.1604  3.2706
C  3.3913  -1.3766  4.6826
N  2.7727  -1.7568  2.2981
N  2.1640  -0.5035  1.9957
H  5.8635  -0.9225  3.4228
H  4.6440  0.2761  2.9635
H  5.1923  -0.9083  1.7706
H  5.3042  -3.2389  3.9429
H  4.7510  -3.4294  2.2557
H  3.6842  -3.8819  3.5992
H  4.2203  -1.3735  5.3998
H  2.6412  -2.0963  5.0284
H  2.9421  -0.3768  4.6978
H  2.0293  -2.3434  2.6454
H  2.8492  0.0331  1.4722
H  1.9605  0.0008  2.8522
N  -0.3543  -2.4797  1.7642
C  -0.9631  -1.2733  1.9301
O  -0.6812  -0.2976  1.1218
C  -1.9242  -1.1441  2.9431
I  -4.1047  -2.3878  1.8093
H  0.1220  -2.6635  0.8959
H  -0.8915  -3.2675  2.0883
H  -2.3665  -0.1728  3.1165
H  -1.9913  -1.8920  3.7197
C  -0.8476  -1.5535  -1.4939
C  -0.4560  -2.9781  -1.7275
C  0.5604  -3.3428  -2.6213
C  0.9295  -4.6678  -2.7988
C  0.2951  -5.6877  -2.0931
C  -0.7230  -5.3503  -1.2110
C  -1.0940  -4.0178  -1.0368
H  -1.8383  -1.5094  -1.0461
H  -0.8557  -1.0122  -2.4442
H  1.0847  -2.5704  -3.1712
H  1.7298  -4.9070  -3.4917
H  0.5870  -6.7231  -2.2338
H  -1.2488  -6.1270  -0.6625
H  -1.9055  -3.7693  -0.3558
O  3.2336  -0.9133  -2.8463
S  2.6618  -0.3249  -1.6736
O  2.0833  -1.3635  -0.7199
O  1.3851  0.4545  -1.9669
S  3.8989  0.8832  -0.7198

Its spin multiplicity is 3. Its lowest unoccupied orbital energy (alpha / beta) is 2.2 / 1.4 eV. As for the expectation value of S²: 2.008. As for the total charge: -1.

=====

7.
The following is a DFT calculation (ωB97M-V with the def2-TZVPD basis set) of a 2-piece molecular cluster, C10H16N3O overall.

CARTESIAN COORDINATES (ANGSTROEM)
C  -0.1945  3.2427  0.4107
C  -0.6621  2.7060  -0.7529
C  0.5153  2.2077  0.9834
C  -0.1937  1.3887  -0.8682
C  -2.4070  0.2649  -0.1512
C  2.8310  -1.7340  -1.0104
C  1.5337  -2.4805  -0.7959
C  1.4890  -0.9723  -0.8177
C  1.3272  -0.7103  1.6402
C  1.2131  -0.1419  0.4425
N  0.5806  1.0779  0.2076
N  -2.2799  -0.9281  -0.6187
N  -2.3902  0.5678  1.1132
O  -1.8408  -1.8932  0.2152
H  -0.3439  4.2453  0.8000
H  -1.1358  3.2426  -1.6136
H  1.1310  2.3099  1.8455
H  -0.3719  0.5941  -1.6175
H  3.5090  -1.5885  -0.2134
H  3.4495  -1.7172  -1.9210
H  1.1253  -3.0440  -1.5700
H  1.3930  -2.9298  0.1950
H  1.2741  -0.3887  -1.6672
H  -2.8921  1.0020  -0.7567
H  1.8615  -1.5654  1.9452
H  1.0397  -0.0027  2.3961
H  -2.3524  -1.2019  -1.5594
H  -2.5621  1.4186  1.6170
H  -2.1761  -0.2530  1.7298
H  -2.4706  -2.7166  0.3926

Its lowest unoccupied orbital energy is -3.2 eV. As for the total charge: +1.

=====

8.
The following is a DFT calculation (ωB97M-V with the def2-TZVPD basis set) of a 2-piece molecular cluster, C4H4O3 overall.

CARTESIAN COORDINATES (ANGSTROEM)
O  -1.1472  2.4014  -2.0095
C  -0.4035  1.9046  -1.3131
O  -2.0035  0.0895  -0.2256
C  -1.1670  0.0838  0.6452
C  0.1275  -0.6571  0.5557
C  1.3913  -0.6771  -0.1794
O  1.3266  -0.2967  1.1985
H  -0.2694  -1.6361  0.8510
H  -1.4019  0.3805  1.6876
H  1.7643  0.0882  -0.8577
H  1.7827  -1.6810  -0.3528

Its lowest unoccupied orbital energy is 0.6 eV. As for the total charge: 0.